# 1
{"formula": "C32H45CoN2O5PSb2", "method": "wB97M-V/def2-TZVPD", "species": ["H", "H", "C", "O", "H", "O", "C", "H", "C", "C", "C", "Sb", "H", "C", "Co", "H", "H", "H", "C", "C", "H", "C", "C", "H", "C", "C", "C", "N", "C", "C", "H", "H", "C", "H", "H", "Sb", "H", "H", "H", "H", "C", "H", "H", "H", "H", "C", "C", "H", "H", "C", "H", "H", "H", "H", "H", "C", "H", "O", "C", "H", "H", "H", "C", "C", "H", "H", "N", "H", "C", "C", "H", "H", "C", "C", "C", "O", "H", "O", "H", "H", "H", "H", "C", "P", "H", "H", "C", "C"], "coordinates": [[4.57713, -3.67562, 0.20953], [0.79332, -6.02412, 3.07345], [-1.05180, -3.16994, -1.44629], [2.49535, -0.12821, -1.34074], [-3.67026, -3.58132, 0.13376], [3.09529, -0.76871, 1.01202], [0.82158, -4.94841, 3.19058], [3.08886, -2.61454, 1.88337], [0.87421, -2.17467, 3.47718], [-2.04090, -1.14218, -4.26233], [1.62054, -0.66146, -2.34694], [-3.12041, 2.70914, -1.27439], [-4.48982, -2.05464, 0.53569], [-1.18273, 4.37286, 1.91402], [-0.20158, -0.16618, 1.00555], [1.31390, -0.40138, 4.69665], [3.99772, 1.40659, 1.84705], [-4.40545, -0.78507, -1.84077], [0.61861, 5.66290, 3.57049], [0.18647, -2.75211, 2.38447], [-2.80268, 2.58683, -4.91028], [-3.51700, -1.23185, -2.27634], [-1.41163, -0.47657, -5.27943], [-0.77580, 2.76642, -2.52411], [0.91380, -0.74296, 3.74236], [-3.54058, -2.58692, 0.55668], [-3.74415, 1.41115, 0.29221], [0.47794, 0.12639, 2.91694], [1.51474, -3.01207, 4.39872], [-2.56661, 1.54557, -4.72518], [2.30353, -2.56387, 0.31034], [-4.63258, 1.86943, 0.72560], [4.47554, -2.58948, 0.22063], [-2.95861, 1.31858, 1.03788], [5.59533, 2.49682, 0.24737], [-2.07481, -1.53155, -0.55246], [-4.98293, 1.05989, -2.37590], [-4.01292, 0.42911, -0.09560], [-1.72028, -4.02201, -1.56636], [-1.02198, 1.08420, -1.99333], [0.16670, -4.14774, 2.27508], [-1.86040, -2.19906, -4.12076], [1.47814, -2.36440, -3.64243], [-0.37657, -4.58395, 1.44575], [-1.89597, 3.85634, 1.28494], [-0.16944, 2.15328, 2.43327], [2.11454, -2.00344, -2.83223], [1.32332, 6.16662, 4.21881], [2.01462, -5.01134, 4.98379], [-4.25360, 1.61729, -2.95443], [-3.18598, -2.66451, 1.58201], [-0.52757, 2.32234, -0.81248], [-3.71393, -2.27368, -2.52955], [4.53085, -2.22291, -0.80307], [-4.69793, 2.43288, -3.51330], [-0.22905, 3.62941, 2.60048], [4.29684, 2.65726, -0.94140], [2.36890, 1.53786, 0.58306], [3.66178, 2.02980, 1.01896], [-0.72665, -1.00731, -5.92755], [1.40390, 3.70136, 3.97583], [-0.37694, 7.47410, 2.99250], [-0.33614, 6.39877, 2.88093], [0.67080, 4.28537, 3.43611], [2.02527, -2.55410, 5.23779], [4.88021, 1.05232, -0.47452], [0.50563, 1.46253, 3.30254], [2.10204, -2.74599, -2.03366], [-3.25589, 0.88040, -3.66888], [4.66358, 2.05627, -0.10969], [-0.24456, -3.43495, -0.76626], [-1.99551, 6.31860, 1.52322], [-1.24173, 5.75089, 2.05306], [-1.11523, 2.12858, -1.70890], [1.50849, -4.38517, 4.26313], [-0.44185, -2.03015, 1.45997], [-0.63103, -2.89578, -2.41027], [-0.80111, 1.64547, 1.40811], [1.60034, 0.06645, -3.16016], [-1.16318, 1.41292, -6.31493], [0.60779, -0.73605, -1.93933], [3.45219, 3.02799, 1.39878], [-2.93990, -0.49471, -3.39001], [2.01165, 0.05444, 0.18487], [5.31254, -2.17443, 0.78073], [3.13220, -1.92063, -3.21231], [-1.66255, 0.89838, -5.50611], [3.17203, -2.20773, 0.87642]], "s_squared": 6.037, "spin_multiplicity": 5, "homo_lumo_gap_ev": [7.10, 3.70], "total_charge": 1, "relative_energy_kcal_mol": 0.0}

***

# 2
{"formula": "C4H6N2O", "method": "wB97M-V/def2-TZVPD", "species": ["H", "H", "C", "N", "C", "C", "H", "H", "O", "N", "H", "C", "H"], "coordinates": [[-0.88977, -1.20948, -0.37212], [-2.85300, 0.94001, 0.80007], [2.39457, -0.82676, -0.48578], [3.18641, 0.22376, -0.20040], [-1.23026, -0.24158, -0.01269], [-0.27391, 0.61313, 0.24950], [-3.23800, -0.76169, 0.53597], [3.80767, 0.06601, 0.58266], [0.58012, 1.38643, 0.49332], [1.70251, -1.71471, -0.77403], [2.65289, 1.08187, -0.09958], [-2.69580, 0.09418, 0.12495], [-3.14344, 0.34883, -0.84186]], "spin_multiplicity": 1, "homo_lumo_gap_ev": 9.57, "relative_energy_kcal_mol": 46.5}

***

# 3
{"formula": "C7H14", "method": "wB97M-V/def2-TZVPD", "species": ["H", "H", "H", "H", "H", "H", "C", "H", "H", "C", "H", "C", "H", "H", "H", "C", "C", "H", "C", "H", "C"], "coordinates": [[1.52946, 0.16049, -1.68124], [1.88722, -0.35788, 0.00642], [-0.52196, -1.37743, -1.52718], [0.84515, 1.82402, 0.14473], [0.13833, -1.82494, 0.06671], [0.71989, -2.85010, -2.61980], [1.25894, -2.47403, -1.74349], [-2.30805, 3.02996, 2.03974], [-1.18464, -0.34918, 0.55176], [-1.60258, 2.34281, 2.52074], [1.50154, -3.45092, -1.28712], [0.43436, -1.40395, -1.02128], [-0.30903, 0.60247, 2.52320], [-0.31642, 1.42670, -1.16666], [-2.01467, 1.10564, 0.06962], [-1.06100, 1.23251, 2.01483], [0.12302, 1.07568, -0.25318], [2.20224, -2.01909, -2.09468], [1.12041, -0.04965, -0.65784], [-1.35236, 2.62392, 3.52526], [-1.08985, 0.73299, 0.58945]], "spin_multiplicity": 1, "homo_lumo_gap_ev": 10.70, "relative_energy_kcal_mol": 49.4}

***

# 4
{"formula": "C3H5N3", "method": "wB97M-V/def2-TZVPD", "species": ["N", "H", "H", "H", "H", "C", "C", "H", "C", "N", "N"], "coordinates": [[0.56843, -0.82397, -0.17939], [-2.40272, 0.39965, -0.08541], [0.06879, 1.67900, 0.31492], [-1.78097, -0.79899, 1.08126], [-2.00416, -1.24625, -0.62675], [1.13914, 1.77875, -0.05003], [-1.70693, -0.43399, 0.04824], [2.65247, -1.11189, -0.13359], [1.81721, -0.42690, -0.10850], [-0.36120, 0.04969, -0.27633], [2.00996, 0.93490, 0.01557]], "spin_multiplicity": 1, "homo_lumo_gap_ev": [8.31, 8.31], "relative_energy_kcal_mol": 105.2}

***

# 5
{"formula": "C11H14BN7Pt", "method": "wB97M-V/def2-TZVPD", "species": ["C", "B", "H", "Pt", "H", "C", "C", "N", "C", "C", "H", "H", "N", "N", "H", "C", "C", "H", "C", "C", "H", "C", "H", "H", "H", "H", "N", "N", "N", "H", "N", "H", "C", "H"], "coordinates": [[2.68478, -2.35660, -2.57373], [0.16597, 0.34708, -3.24321], [0.96615, 3.31212, 0.21892], [0.02727, -0.03662, -0.05877], [-2.33783, -0.12605, -4.61888], [-0.53478, -1.77154, 0.98997], [1.13804, 3.75228, -1.98786], [1.14363, -0.75873, -2.76076], [-3.43916, -0.56221, -2.69353], [0.89993, 3.01780, -0.80357], [0.95611, 2.99010, -4.10990], [2.06352, -1.41595, -4.53289], [1.24150, -1.05988, -1.43226], [0.04269, 0.02417, 3.22459], [3.43830, -3.08408, -2.82006], [-2.39308, -0.23980, -3.55131], [2.00985, -1.53013, -3.46412], [0.19142, -2.50653, 0.79210], [-0.00844, 0.13855, 2.06770], [-2.89295, -0.55602, -1.38918], [-0.91671, 0.82923, 1.05685], [2.18644, -2.04713, -1.29038], [-4.45593, -0.77076, -2.97336], [2.43381, -2.44220, -0.33229], [-3.35474, -0.74619, -0.44516], [1.44141, 4.78121, -2.06918], [-1.55768, -0.23867, -1.48267], [-1.27266, -0.05095, -2.80651], [0.53241, 1.73212, -1.14734], [-1.54026, -1.99907, 0.75830], [0.54000, 1.67464, -2.52443], [-0.52488, -1.64942, 2.14264], [0.90122, 2.87442, -3.04083], [0.22454, 0.47461, -4.40798]], "s_squared": 2.009, "spin_multiplicity": 3, "homo_lumo_gap_ev": [5.69, 7.24], "relative_energy_kcal_mol": 0.0}

***

# 6
{"formula": "C4H8N2O", "method": "wB97M-V/def2-TZVPD", "species": ["H", "H", "N", "C", "H", "H", "H", "C", "H", "H", "C", "N", "C", "H", "O"], "coordinates": [[-0.61340, 1.55232, -0.94528], [-0.00661, 0.72094, -2.38985], [0.98655, 1.48232, 1.11917], [-0.90396, -0.74533, 0.95603], [-1.32591, -1.73297, 0.74857], [1.08047, 2.04772, 1.95228], [-1.57237, 0.27770, -1.69791], [0.10434, -0.43949, -0.57900], [0.87840, -1.48040, -1.98852], [1.78733, -0.53252, 1.25787], [-0.55464, 0.59114, -1.45546], [0.77536, -1.43851, -0.97146], [1.04437, 0.24984, 1.16902], [-1.56718, 0.11863, 0.81443], [-0.11275, -0.67140, 2.01010]], "spin_multiplicity": 1, "homo_lumo_gap_ev": 8.34, "relative_energy_kcal_mol": 142.1}

***

The calculation returns the following E values, one per record and in order: -107117.2923; -9271.4835; -7484.1531; -7657.8941; -25983.3627; -9300.2319 eV.